DFT (ωB97M-V/def2-TZVPD) results for C63H55GeKN4O3P2S as an isolated structure.

Calculated values
Frontier orbital gap (alpha / beta) in eV: 6.567 / 6.841
2S+1: 2
Strongest force on any atom in eV Å⁻¹: 2.0
Net charge: +1
E in eV: -180574.167
LUMO level (alpha / beta) in eV: -3.06 / -3.48
Highest occupied orbital energy (alpha / beta) in eV: -9.632 / -10.319

Element x y z (Å)
K (-0.443, 0.320, 0.656)
O (-2.635, 3.251, 8.130)
N (-3.175, 2.866, 7.113)
O (-4.378, 2.761, 6.971)
C (-2.307, 2.579, 5.961)
C (-1.117, 3.221, 5.949)
C (-0.203, 3.061, 4.873)
C (1.036, 3.726, 4.835)
C (1.870, 3.523, 3.767)
C (1.449, 2.656, 2.750)
N (0.295, 2.022, 2.760)
C (-0.533, 2.210, 3.803)
C (-1.804, 1.513, 3.816)
N (-2.077, 0.716, 2.766)
C (-3.220, 0.066, 2.743)
C (-4.162, 0.143, 3.771)
C (-3.904, 0.950, 4.849)
C (-2.703, 1.690, 4.895)
H (-0.865, 3.878, 6.770)
H (1.314, 4.386, 5.647)
H (2.831, 4.012, 3.703)
H (2.086, 2.469, 1.891)
H (-3.392, -0.561, 1.873)
H (-5.078, -0.427, 3.717)
H (-4.618, 1.023, 5.651)
C (0.405, -3.526, -0.783)
N (-0.471, -2.701, 0.046)
P (-2.070, -2.235, -0.387)
C (-3.045, -3.772, -0.654)
C (-4.251, -3.886, 0.033)
C (-5.083, -4.978, -0.171)
C (-4.706, -5.976, -1.056)
C (-3.497, -5.880, -1.733)
C (-2.674, -4.783, -1.543)
C (-1.908, -1.688, -2.137)
C (-0.787, -0.997, -2.596)
C (-0.740, -0.502, -3.891)
C (-1.822, -0.665, -4.739)
C (-2.956, -1.325, -4.287)
C (-3.001, -1.827, -2.997)
P (-0.322, -2.605, 1.768)
C (-0.297, -4.341, 2.357)
C (0.348, -4.635, 3.559)
C (0.313, -5.919, 4.078)
C (-0.373, -6.924, 3.408)
C (-1.042, -6.633, 2.229)
C (-1.013, -5.346, 1.712)
C (1.459, -2.193, 1.975)
C (2.513, -3.061, 1.683)
C (3.826, -2.642, 1.835)
C (4.106, -1.362, 2.298)
C (3.069, -0.512, 2.643)
C (1.754, -0.930, 2.485)
H (0.132, -3.414, -1.832)
H (0.357, -4.584, -0.516)
H (1.430, -3.187, -0.680)
H (-4.538, -3.106, 0.730)
H (-6.025, -5.049, 0.359)
H (-5.355, -6.826, -1.222)
H (-3.201, -6.658, -2.426)
H (-1.751, -4.709, -2.102)
H (0.071, -0.850, -1.947)
H (0.147, 0.015, -4.235)
H (-1.787, -0.276, -5.749)
H (-3.806, -1.459, -4.943)
H (-3.892, -2.340, -2.659)
H (0.887, -3.855, 4.085)
H (0.820, -6.140, 5.008)
H (-0.386, -7.929, 3.808)
H (-1.595, -7.406, 1.711)
H (-1.555, -5.121, 0.802)
H (2.307, -4.075, 1.362)
H (4.636, -3.321, 1.596)
H (5.131, -1.029, 2.400)
H (3.284, 0.462, 3.063)
H (0.941, -0.289, 2.806)
C (3.437, -3.327, -4.120)
C (3.751, -3.379, -2.768)
C (3.568, -2.256, -1.975)
C (3.090, -1.065, -2.520)
C (2.801, -1.018, -3.882)
C (2.973, -2.143, -4.676)
Ge (2.803, 0.512, -1.351)
C (4.530, 0.880, -0.442)
C (4.648, 1.995, 0.387)
C (5.829, 2.256, 1.064)
C (6.915, 1.403, 0.915)
C (6.819, 0.307, 0.070)
C (5.631, 0.042, -0.599)
C (2.431, 2.085, -2.503)
C (1.147, 2.440, -2.910)
C (0.961, 3.502, -3.785)
C (2.053, 4.229, -4.240)
C (3.333, 3.891, -3.825)
C (3.522, 2.822, -2.960)
H (3.556, -4.206, -4.740)
H (4.135, -4.293, -2.332)
H (3.807, -2.300, -0.920)
H (2.463, -0.090, -4.329)
H (2.753, -2.098, -5.735)
H (3.811, 2.681, 0.483)
H (5.915, 3.131, 1.697)
H (7.837, 1.600, 1.447)
H (7.672, -0.345, -0.072)
H (5.574, -0.810, -1.263)
H (0.286, 1.894, -2.542)
H (-0.038, 3.764, -4.110)
H (1.906, 5.062, -4.916)
H (4.188, 4.456, -4.174)
H (4.524, 2.555, -2.644)
C (-3.458, 6.792, -4.566)
C (-3.210, 5.749, -3.513)
C (-4.226, 4.900, -3.086)
C (-3.988, 3.942, -2.111)
C (-2.724, 3.841, -1.554)
C (-1.691, 4.664, -1.975)
C (-1.940, 5.612, -2.949)
S (-2.445, 2.640, -0.248)
C (-2.451, 3.870, 1.086)
O (-1.030, 2.188, -0.371)
H (-4.501, 6.806, -4.875)
H (-2.842, 6.604, -5.447)
H (-3.196, 7.783, -4.191)
H (-5.211, 4.983, -3.527)
H (-4.780, 3.277, -1.787)
H (-0.698, 4.543, -1.554)
H (-1.139, 6.261, -3.284)
H (-1.657, 4.587, 0.887)
H (-2.278, 3.352, 2.026)
H (-3.423, 4.362, 1.094)